(1)
{
  "formula": "C5H12N3",
  "method": "ωB97M-V/def2-TZVPD",
  "symbols": ["C", "C", "C", "C", "C", "N", "N", "N", "H", "H", "H", "H", "H", "H", "H", "H", "H", "H", "H", "H"],
  "coordinates": [[0.28376, -0.36077, -0.13857], [-2.28296, -0.10538, -0.47595], [-0.74537, 1.62704, 0.85546], [1.74626, -2.10288, 0.39380], [-0.84746, 0.57756, -0.36243], [1.91511, 1.68182, -0.83169], [2.14235, 0.53856, -0.79747], [0.40628, -1.49234, 0.38123], [-2.25344, -0.97272, -1.27879], [-3.19350, 0.61999, -0.78096], [-2.52116, -0.52688, 0.38767], [-0.42954, 1.37019, 1.90433], [-1.76635, 2.06251, 0.86937], [-0.01482, 2.48604, 0.43201], [2.36374, -2.15087, -0.60792], [1.53742, -3.26286, 0.57715], [2.38967, -1.62813, 1.18406], [-0.73511, 1.15719, -1.27124], [2.29684, 2.41203, -1.36512], [-0.29171, -1.93010, 0.92507]],
  "e_homo_ha": [-0.471, -0.477],
  "orbital_gap_ev": [8.021, 8.447],
  "relative_energy_kcal_mol": 146.4,
  "lumo_ev": [-4.791, -4.529],
  "total_charge": 1
}

(2)
{
  "formula": "C5H12N3",
  "method": "ωB97M-V/def2-TZVPD",
  "symbols": ["C", "C", "C", "C", "C", "N", "N", "N", "H", "H", "H", "H", "H", "H", "H", "H", "H", "H", "H", "H"],
  "coordinates": [[-0.18295, 1.42318, -1.66194], [0.59603, 0.43283, 0.46616], [0.16249, 0.75685, 1.89536], [1.50727, -0.81102, 0.26504], [-1.09530, -0.92466, -0.84596], [0.96130, 2.21786, -1.16249], [1.56375, 1.77697, -0.24021], [-0.56031, 0.47435, -0.55230], [-1.07327, 1.93053, -1.98873], [0.27729, 0.75564, -2.45108], [-0.26233, 1.69403, 2.09013], [1.09272, 0.76767, 2.46060], [-0.60679, 0.04336, 2.20486], [0.83327, -1.63874, 0.33356], [2.15908, -0.74996, 1.12303], [2.04306, -0.78840, -0.68550], [-1.20919, -1.48214, 0.04080], [-2.02651, -0.85969, -1.38357], [-0.49699, -1.37055, -1.66687], [-1.22926, 0.88221, 0.02373]],
  "e_homo_ha": -0.495,
  "orbital_gap_ev": 10.082,
  "relative_energy_kcal_mol": 83.7,
  "lumo_ev": -3.383,
  "smiles": "C[N@@H+]1CN=NC1(C)C",
  "total_charge": 1
}

(3)
{
  "formula": "C5H12N3O",
  "method": "ωB97M-V/def2-TZVPD",
  "symbols": ["C", "C", "C", "C", "C", "N", "N", "N", "O", "H", "H", "H", "H", "H", "H", "H", "H", "H", "H", "H", "H"],
  "coordinates": [[0.29879, -1.08222, -0.16294], [1.12849, -1.92054, -0.72915], [-0.38501, -0.50943, 1.05822], [0.23441, 1.55411, -0.07074], [-1.58698, -1.45116, 1.30973], [0.51926, 0.83732, -1.22442], [1.85274, 0.76946, -1.69115], [-0.93107, 0.83086, 0.57503], [-0.20194, 2.84169, -0.27618], [1.32672, -1.91437, -1.78919], [1.36501, -2.97798, -0.31968], [0.30685, -0.39845, 1.80785], [1.08661, 1.59237, 0.76497], [-2.40555, -0.91969, 0.92698], [-1.65624, -1.57704, 2.39547], [-1.64435, -2.35764, 0.82459], [1.91744, 1.29129, -2.55824], [2.54935, 0.72910, -1.03351], [-1.59778, 0.52583, -0.11717], [-1.38361, 1.23907, 1.37840], [-0.79314, 2.89742, -1.06888]],
  "e_homo_ha": [-0.461, -0.461],
  "orbital_gap_ev": [8.405, 8.413],
  "relative_energy_kcal_mol": 154.6,
  "lumo_ev": [-4.130, -4.127],
  "total_charge": 1
}

(4)
{
  "formula": "C5H12N3O",
  "method": "ωB97M-V/def2-TZVPD",
  "symbols": ["C", "C", "C", "C", "C", "N", "N", "N", "O", "H", "H", "H", "H", "H", "H", "H", "H", "H", "H", "H", "H"],
  "coordinates": [[-1.51112, 0.92752, -1.15684], [-2.08733, 1.14836, -2.54509], [1.89659, -1.16480, 0.38012], [1.98299, 1.18222, 0.66499], [-0.64845, -1.00835, 1.57082], [-0.58056, 0.10849, -1.30421], [1.33637, 0.08706, 0.89702], [0.04405, 0.21079, 1.33220], [-1.93493, 1.76930, -0.23322], [-3.28382, 1.22415, -2.57308], [-1.90332, 0.38767, -3.42053], [-1.81544, 2.07842, -2.93341], [2.14548, -1.71311, 1.26944], [1.16857, -1.66554, -0.08544], [2.77538, -0.89985, -0.15581], [-1.26249, 1.82083, 0.46651], [3.00181, 0.98343, 0.18144], [1.46733, 2.04747, 0.97104], [-0.50046, -1.49854, 2.50813], [-0.46665, -1.97720, 0.99545], [-1.68240, -0.77212, 1.78990]],
  "e_homo_ha": [-0.513, -0.480],
  "orbital_gap_ev": [9.196, 6.509],
  "relative_energy_kcal_mol": 177.4,
  "lumo_ev": [-4.767, -6.542],
  "total_charge": 1
}

(5)
{
  "formula": "C5H12N3O",
  "method": "ωB97M-V/def2-TZVPD",
  "symbols": ["C", "C", "C", "C", "C", "N", "N", "N", "O", "H", "H", "H", "H", "H", "H", "H", "H", "H", "H", "H", "H"],
  "coordinates": [[1.50737, 0.38991, 3.73938], [1.51086, 0.79351, 1.33795], [-1.71234, 0.72142, -1.04575], [-0.71110, -1.35832, -0.35730], [-0.11668, -0.48047, -2.64863], [1.52786, 1.06123, 2.70101], [0.40017, 0.61746, 0.73511], [-0.55714, -0.14998, -1.19722], [0.55454, 0.53265, -0.71908], [1.63434, 0.79347, 4.81450], [1.50825, -0.69274, 3.78455], [2.40882, 1.15188, 0.93427], [-2.45934, 0.52197, -1.82575], [-2.07286, 0.60074, -0.00546], [-1.31652, 1.80202, -1.21664], [0.34766, -1.63983, -0.15256], [-1.04447, -1.01392, 0.61135], [-1.39455, -2.11751, -0.79962], [0.73033, -1.17646, -2.61072], [-0.94423, -0.91867, -3.15315], [0.19901, 0.56166, -2.92623]],
  "e_homo_ha": -0.482,
  "orbital_gap_ev": 10.429,
  "relative_energy_kcal_mol": 150.3,
  "lumo_ev": -2.692,
  "smiles": "C=N/C=N/O[N+](C)(C)C",
  "total_charge": 1
}

(6)
{
  "formula": "C5H12N3S",
  "method": "ωB97M-V/def2-TZVPD",
  "symbols": ["C", "C", "C", "C", "C", "N", "N", "N", "S", "H", "H", "H", "H", "H", "H", "H", "H", "H", "H", "H", "H"],
  "coordinates": [[-1.69770, 0.75152, -0.75008], [-0.79924, -1.32400, 0.19825], [-0.48493, -1.13781, 1.63188], [1.43776, 1.04562, 0.67426], [1.32855, -0.05225, -1.39390], [-1.89962, -0.44868, -0.39200], [-0.54845, 1.30015, -0.78163], [0.58817, 0.51122, -0.24460], [-0.45299, -2.60103, -0.63280], [-2.55727, 1.30819, -1.16226], [0.41336, -1.60806, 1.89924], [-0.42829, -0.16949, 2.15419], [-1.42489, -1.62295, 2.09862], [0.91179, 1.53881, 1.46540], [1.86618, 0.23880, 1.18109], [2.26853, 1.70823, 0.27813], [1.76355, -0.98465, -1.02230], [0.65705, -0.43172, -2.23153], [2.23995, 0.54645, -1.78600], [-2.75842, -0.95700, -0.37128], [-0.42307, 2.38865, -0.81268]],
  "e_homo_ha": -0.469,
  "orbital_gap_ev": 9.009,
  "relative_energy_kcal_mol": 73.7,
  "lumo_ev": -3.766,
  "smiles": "CC(=S)N/C=[NH+]\\N(C)C",
  "total_charge": 1
}

> Number 2 is which compound?

C5H12N3